(1)
# C3H7NO3S

A cluster of 2 separate species, C3H7NO3S in total (ωB97M-V/def2-TZVPD, the OMol25 dataset).

Computed properties:
LUMO energy (spin up / spin down)	0.2 / 0.5	eV
ΔE to the lowest compared entry with this formula, charge and spin	54.3	kcal per mole
strongest force on any atom	2.024	eV/Å
molar mass	137.2	g/mol
Kohn-Sham gap (spin up / spin down)	0.263 / 0.303	Eh

ORCA input file:
```
! wB97M-V def2-TZVPD RIJCOSX def2/J DEFGRID3
* xyz 0 1
C 0.7468 -0.8472 1.6510
C -1.1974 0.0987 -1.3621
C -0.1327 0.8146 -0.6085
N 1.8852 -1.2986 1.1759
O 0.0979 -1.0690 2.6399
O -0.3959 2.0535 -0.0784
O 1.1372 0.7099 -1.1319
S -2.6690 -0.1586 -0.2966
H -0.8275 -0.8570 -1.7248
H -1.5727 0.6846 -2.2130
H 2.1954 -0.9665 0.2763
H 2.4537 -2.0017 1.6460
H -1.3344 2.1066 0.1478
H 1.6313 1.4809 -0.8254
H -2.0180 -0.7502 0.7036
*
```

=====

(2)
# C3H7NO4

A cluster of 2 separate species, C3H7NO4 in total (ωB97M-V/def2-TZVPD, the OMol25 dataset).

Computed properties:
structure (SMILES)	O=CCNC(=O)O.O
LUMO energy	0.5	eV
ΔE to the lowest compared entry with this formula, charge and spin	26.8	kcal per mole
strongest force on any atom	2.068	eV/Å
molar mass	121.1	g/mol
Kohn-Sham gap	0.384	Eh

ORCA input file:
```
! wB97M-V def2-TZVPD RIJCOSX def2/J DEFGRID3
* xyz 0 1
O -2.9519 -1.7876 -0.1837
C -2.1467 -0.9116 0.0262
C -0.6625 -1.1981 0.0284
N 0.1397 0.0205 -0.1044
C 0.8547 0.4805 0.9712
O 0.3550 0.0684 2.1502
O 1.7868 1.2505 0.8882
H -2.5282 0.1181 -0.0105
H -0.4437 -1.7886 0.9297
H -0.3768 -1.9182 -0.7356
H 0.7251 0.0491 -0.9379
H 0.8730 0.5197 2.8375
H 2.2058 1.5342 -1.8458
H 0.8382 2.1189 -1.7656
O 1.3315 1.4442 -2.2479
*
```

=====

(3)
# C3H7NO4

The molecule C3H7NO4 (ωB97M-V/def2-TZVPD, the OMol25 dataset).

Computed properties:
structure (SMILES)	CC(O)(O)OC(N)=O
LUMO energy	0.7	eV
ΔE to the lowest compared entry with this formula, charge and spin	30.0	kcal per mole
strongest force on any atom	3.809	eV/Å
molar mass	121.1	g/mol
Kohn-Sham gap	0.417	Eh

ORCA input file:
```
! wB97M-V def2-TZVPD RIJCOSX def2/J DEFGRID3
* xyz 0 1
C -0.5658 -0.1020 -2.0276
C -0.6424 -0.2494 -0.5251
O -1.6689 -1.0437 -0.1510
O 0.5782 -0.6170 0.0255
H -1.6739 -1.1121 0.8201
H 0.2516 0.5625 -2.2961
H -0.3679 -1.0837 -2.4525
H -1.5170 0.2652 -2.4034
C 0.5561 -0.0730 1.4533
N 1.7953 0.4276 1.7146
O -0.8471 1.1011 0.1852
O -0.2335 -0.4734 2.2599
H -0.2912 1.7805 -0.2168
H 2.1496 0.2369 2.6381
H 2.4770 0.3806 0.9758
*
```

=====

(4)
# C3H7NO4S

The molecule C3H7NO4S (ωB97M-V/def2-TZVPD, the OMol25 dataset).

Computed properties:
LUMO energy	0.5	eV
ΔE to the lowest compared entry with this formula, charge and spin	8.3	kcal per mole
strongest force on any atom	1.757	eV/Å
molar mass	153.2	g/mol
Kohn-Sham gap	0.377	Eh

ORCA input file:
```
! wB97M-V def2-TZVPD RIJCOSX def2/J DEFGRID3
* xyz 0 1
C -0.2178 -0.1790 0.6394
C 0.0193 -0.4785 -0.8395
C 1.0498 0.3464 1.3292
H -0.9281 -1.1708 2.2745
H 0.0088 -2.0738 1.3372
H -0.9559 0.5961 0.7164
H -0.7647 -1.1869 -1.1948
H 0.9405 -0.9469 -1.0225
H -2.1958 0.7759 -1.9154
H 2.3564 1.6304 1.1447
N -0.7471 -1.3726 1.2928
O -1.5636 1.4608 -1.5383
O -0.0655 0.3551 -3.2820
O 1.5743 1.3876 0.6630
O 1.5257 -0.1123 2.3393
S -0.0364 0.9685 -1.9441
*
```

=====

(5)
# C3H7NO4S

The molecule C3H7NO4S (ωB97M-V/def2-TZVPD, the OMol25 dataset).

Computed properties:
LUMO energy	0.4	eV
ΔE to the lowest compared entry with this formula, charge and spin	14.8	kcal per mole
strongest force on any atom	1.818	eV/Å
molar mass	153.2	g/mol
Kohn-Sham gap	0.370	Eh

ORCA input file:
```
! wB97M-V def2-TZVPD RIJCOSX def2/J DEFGRID3
* xyz 0 1
C -0.8787 -0.8927 -0.7679
C -0.7383 -0.6477 0.7576
C 0.5218 -0.7820 -1.4027
H -2.5234 0.3037 -0.8492
H -1.2355 0.8219 -1.7821
H -1.2679 -1.9356 -0.8803
H -1.7162 -0.7648 1.2791
H 0.0375 -1.2838 1.2171
H 1.8819 1.3144 0.5423
H 0.8497 -2.4851 -0.6992
N -1.7739 0.0187 -1.4597
O 1.4524 0.5460 0.9374
O -0.5191 1.2627 2.5073
O 1.3706 -1.8066 -1.1973
O 0.9151 0.1934 -1.9640
S -0.1743 1.0168 1.1001
*
```

=====

(6)
# C3H7NO5

The molecule C3H7NO5 (ωB97M-V/def2-TZVPD, the OMol25 dataset).

Computed properties:
structure (SMILES)	O=NC(O)(O)CC(O)O
LUMO energy	-0.7	eV
ΔE to the lowest compared entry with this formula, charge and spin	118.7	kcal per mole
strongest force on any atom	4.511	eV/Å
molar mass	137.1	g/mol
Kohn-Sham gap	0.333	Eh

ORCA input file:
```
! wB97M-V def2-TZVPD RIJCOSX def2/J DEFGRID3
* xyz 0 1
C 0.5803 -0.3893 0.5607
C -0.8679 -0.1766 0.9618
C 0.8466 0.2907 -1.1534
N 1.1268 1.5681 -0.5706
O 0.0954 2.3046 -0.6793
O -0.9625 -0.7295 2.2334
O -1.9312 -0.6133 0.1506
O -0.2220 0.1911 -2.0048
O 1.8511 -0.5044 -1.6077
H 1.0933 -1.4161 0.2003
H 1.1920 0.0629 1.2960
H -0.9357 0.9165 1.1558
H -1.8687 -0.8170 2.3946
H -1.9010 -1.5641 -0.0893
H -0.7297 0.8789 -1.5680
H 2.6331 -0.0025 -1.2802
*
```

=====

(7)
# C3H7NOS

The molecule C3H7NOS (ωB97M-V/def2-TZVPD, the OMol25 dataset).

Computed properties:
structure (SMILES)	O=CNCCS
LUMO energy	0.7	eV
ΔE to the lowest compared entry with this formula, charge and spin	8.7	kcal per mole
strongest force on any atom	1.204	eV/Å
molar mass	105.2	g/mol
Kohn-Sham gap	0.368	Eh

ORCA input file:
```
! wB97M-V def2-TZVPD RIJCOSX def2/J DEFGRID3
* xyz 0 1
C 1.0840 0.6476 -0.6014
C 0.0517 0.8199 0.5108
C -1.7177 -0.7635 -0.0820
H 1.5803 -1.6861 -0.4079
H 1.6400 1.5790 -0.7300
H 0.5782 0.4444 -1.5078
H 0.5338 1.1172 1.4308
H -0.6285 1.6366 0.2030
H -0.4820 -0.9498 1.5178
H -2.2358 -1.6938 0.2466
N -0.7216 -0.3858 0.7512
O -2.0337 -0.1540 -1.0809
S 2.3513 -0.6117 -0.2502
*
```

=====

(8)
# C3H7NOS

The molecule C3H7NOS (ωB97M-V/def2-TZVPD, the OMol25 dataset).

Computed properties:
structure (SMILES)	N[C@@H](C=O)CS
LUMO energy	0.7	eV
ΔE to the lowest compared entry with this formula, charge and spin	29.6	kcal per mole
strongest force on any atom	0.676	eV/Å
molar mass	105.2	g/mol
Kohn-Sham gap	0.362	Eh

ORCA input file:
```
! wB97M-V def2-TZVPD RIJCOSX def2/J DEFGRID3
* xyz 0 1
O 1.8265 1.4287 0.6704
C 1.5230 0.2666 0.7029
C 0.1884 -0.2921 0.2363
C -0.8741 0.8047 0.1186
S -2.5411 0.2128 0.6131
N 0.3582 -0.9999 -1.0298
H 2.2461 -0.4861 1.0309
H -0.2239 -1.0181 0.9429
H -0.9543 1.1698 -0.8997
H -0.6304 1.6154 0.7916
H -2.4969 -0.8041 -0.2614
H 0.3417 -0.3946 -1.8411
H 1.2368 -1.5030 -1.0747
*
```

=====

(9)
# C3H7NOS

The molecule C3H7NOS (ωB97M-V/def2-TZVPD, the OMol25 dataset).

Computed properties:
structure (SMILES)	NC(=O)CCS
LUMO energy	0.7	eV
ΔE to the lowest compared entry with this formula, charge and spin	9.5	kcal per mole
strongest force on any atom	1.140	eV/Å
molar mass	105.2	g/mol
Kohn-Sham gap	0.365	Eh

ORCA input file:
```
! wB97M-V def2-TZVPD RIJCOSX def2/J DEFGRID3
* xyz 0 1
C 0.3749 -0.2869 0.2161
C -0.8799 0.6075 0.2596
S -2.2261 -0.1569 1.2554
C 1.3800 0.0475 -0.8848
N 2.5040 -0.7373 -0.8285
O 1.1754 0.8954 -1.7234
H 0.0285 -1.3076 0.0683
H 0.8727 -0.1065 1.1726
H -1.3162 0.6834 -0.7361
H -0.5798 1.6096 0.5579
H -1.6574 0.1843 2.4294
H 3.0460 -0.9456 -1.6390
H 2.8479 -0.9162 0.0971
*
```

=====

(10)
# C3H7NP2

The molecule C3H7NP2 (ωB97M-V/def2-TZVPD, the OMol25 dataset).

Computed properties:
structure (SMILES)	[H]/P=N/P=C(C)C
LUMO energy (spin up / spin down)	-1.3 / -0.2	eV
ΔE to the lowest compared entry with this formula, charge and spin	80.3	kcal per mole
strongest force on any atom	5.410	eV/Å
molar mass	119.0	g/mol
Kohn-Sham gap (spin up / spin down)	0.215 / 0.265	Eh

ORCA input file:
```
! wB97M-V def2-TZVPD RIJCOSX def2/J DEFGRID3
* xyz 0 1
C 0.4326 -0.4002 0.1490
C 1.6695 -1.1401 0.0967
C 0.4668 0.9983 -0.2220
N -2.3404 -0.3153 0.0506
P -3.5122 0.6915 0.0728
P -1.4390 -1.5837 -0.2021
H 1.9019 -1.6129 1.1339
H 2.4158 -0.4098 -0.1206
H 1.6728 -1.8747 -0.6371
H 1.3193 1.4025 0.2125
H -0.4163 1.5628 0.2115
H 0.5576 0.8207 -1.4055
H -2.7283 1.8608 0.6603
*
```

=====

(11)
# C3H7NS

The molecule C3H7NS (ωB97M-V/def2-TZVPD, the OMol25 dataset).

Computed properties:
structure (SMILES)	SC[C@H]1CN1
LUMO energy	0.9	eV
ΔE to the lowest compared entry with this formula, charge and spin	35.4	kcal per mole
strongest force on any atom	3.531	eV/Å
molar mass	89.2	g/mol
Kohn-Sham gap	0.371	Eh

ORCA input file:
```
! wB97M-V def2-TZVPD RIJCOSX def2/J DEFGRID3
* xyz 0 1
C 0.5383 0.3383 -0.6678
C -0.8220 -0.1342 -0.2923
C -1.4396 0.5423 0.8615
H 1.9270 0.1809 1.2219
H 0.5747 0.1210 -1.7492
H 0.6160 1.4371 -0.4690
H -0.9014 -1.2314 -0.2795
H -1.9677 -0.0854 1.5706
H -0.9471 1.4017 1.3362
H -2.7399 0.0664 -0.7214
N -1.8924 0.7349 -0.6243
S 1.6891 -0.7196 0.2533
*
```

=====

(12)
# C3H7NS

A cluster of 2 separate species, C3H7NS in total (ωB97M-V/def2-TZVPD, the OMol25 dataset).

Computed properties:
LUMO energy (spin up / spin down)	-0.6 / 0.4	eV
ΔE to the lowest compared entry with this formula, charge and spin	111.7	kcal per mole
strongest force on any atom	3.270	eV/Å
molar mass	89.2	g/mol
Kohn-Sham gap (spin up / spin down)	0.248 / 0.299	Eh

ORCA input file:
```
! wB97M-V def2-TZVPD RIJCOSX def2/J DEFGRID3
* xyz 0 1
C -1.2551 1.3733 -0.1789
C 0.0729 1.4314 -0.1353
C -0.2439 -1.6913 0.0760
N 0.7471 0.3310 0.3806
S 2.2543 -0.1441 -0.0701
H -1.8267 2.1241 -0.6351
H -1.8173 0.5148 0.1327
H 0.6156 2.3530 -0.4949
H 0.5585 -2.0262 0.6451
H -1.1323 -1.4121 0.6678
H -0.1132 -1.5932 -0.9361
H 2.1401 -1.2607 0.5484
*
```

=====

(13)
# C3H7NS

The molecule C3H7NS (ωB97M-V/def2-TZVPD, the OMol25 dataset).

Computed properties:
structure (SMILES)	CC(C)=[NH+][S-]
LUMO energy	0.6	eV
ΔE to the lowest compared entry with this formula, charge and spin	30.0	kcal per mole
strongest force on any atom	3.424	eV/Å
molar mass	89.2	g/mol
Kohn-Sham gap	0.299	Eh

ORCA input file:
```
! wB97M-V def2-TZVPD RIJCOSX def2/J DEFGRID3
* xyz 0 1
C -0.5116 -0.1365 0.1950
C 0.7822 -0.9281 0.4656
C -0.5291 1.3380 -0.0819
N -1.5629 -0.8129 -0.0377
S -3.0314 -0.0352 -0.2228
H 1.6050 -0.2333 0.2006
H 0.8768 -1.7758 -0.2927
H 0.6024 -1.3137 1.4265
H 0.4698 1.7674 -0.1687
H -1.1530 1.9018 0.7107
H -1.1083 1.6404 -0.9540
H -1.5305 -1.8270 0.1662
*
```

=====

(14)
# C3H7NS

A structure of composition C3H7NS (ωB97M-V/def2-TZVPD, the OMol25 dataset).

Computed properties:
LUMO energy	0.9	eV
ΔE to the lowest compared entry with this formula, charge and spin	31.1	kcal per mole
strongest force on any atom	1.968	eV/Å
molar mass	89.2	g/mol
Kohn-Sham gap	0.368	Eh

ORCA input file:
```
! wB97M-V def2-TZVPD RIJCOSX def2/J DEFGRID3
* xyz 0 1
C -0.6151 0.3462 -0.1169
C 0.0543 -0.9691 -0.4289
C 0.5086 0.4692 0.8965
H -1.7189 1.3091 -1.9515
H -1.5343 0.1808 0.3389
H 0.9517 -0.7008 -1.0426
H -0.6427 -1.7517 -0.8678
H 1.4154 -1.4154 1.1166
H 1.4104 0.8068 0.4260
H 0.3374 1.0173 1.8258
N 0.4753 -1.0134 1.0050
S -0.6422 1.7209 -1.2011
*
```

=====

(15)
# C3H7NS2

A structure of composition C3H7NS2 (ωB97M-V/def2-TZVPD, the OMol25 dataset).

Computed properties:
LUMO energy	0.0	eV
ΔE to the lowest compared entry with this formula, charge and spin	76.7	kcal per mole
strongest force on any atom	4.363	eV/Å
molar mass	121.2	g/mol
Kohn-Sham gap	0.310	Eh

ORCA input file:
```
! wB97M-V def2-TZVPD RIJCOSX def2/J DEFGRID3
* xyz 0 1
C 2.8540 0.2341 0.0706
C -0.1591 0.0075 0.0771
C -1.4330 -0.9955 0.2906
H 2.9481 1.2832 -0.5701
H 3.5488 -0.5399 -0.1511
H 2.9656 0.6020 1.0880
H -0.8341 -2.1276 -0.1234
H -1.2699 -0.9888 1.5785
H -3.2384 0.1360 0.3987
H -2.8803 -0.4101 -1.1933
N -2.8463 -0.6002 -0.1433
S 1.2196 -0.9418 -0.1483
S -0.5250 1.6149 -0.0176
*
```

=====

(16)
# C3H7NS2

The molecule C3H7NS2 (ωB97M-V/def2-TZVPD, the OMol25 dataset).

Computed properties:
structure (SMILES)	CSC(=N)SC
LUMO energy	0.8	eV
ΔE to the lowest compared entry with this formula, charge and spin	31.7	kcal per mole
strongest force on any atom	3.299	eV/Å
molar mass	121.2	g/mol
Kohn-Sham gap	0.356	Eh

ORCA input file:
```
! wB97M-V def2-TZVPD RIJCOSX def2/J DEFGRID3
* xyz 0 1
C -0.2645 -0.1919 -0.2750
C -1.8164 -0.3917 2.0430
C 2.1010 0.0941 -1.5842
N -0.3809 1.0402 -0.2167
S -0.8831 -1.3424 0.8021
S 0.6504 -1.0255 -1.6113
H -2.4271 -1.1834 2.5783
H -2.4692 0.0912 1.3794
H -1.3740 0.3732 2.7515
H 2.8822 -0.3452 -2.2338
H 2.2073 0.2661 -0.5604
H 1.7776 0.9217 -2.0750
H -0.0033 1.6935 -0.9978
*
```

=====

(17)
# C3H7NS2

The molecule C3H7NS2 (ωB97M-V/def2-TZVPD, the OMol25 dataset).

Computed properties:
structure (SMILES)	NCCC(=S)S
LUMO energy	-0.2	eV
ΔE to the lowest compared entry with this formula, charge and spin	24.1	kcal per mole
strongest force on any atom	2.755	eV/Å
molar mass	121.2	g/mol
Kohn-Sham gap	0.312	Eh

ORCA input file:
```
! wB97M-V def2-TZVPD RIJCOSX def2/J DEFGRID3
* xyz 0 1
C -0.5062 -0.7511 -0.2928
C 0.4752 0.0170 0.5693
C 0.5307 1.4788 0.1823
H 0.6443 -2.4545 -0.6276
H -0.9950 -2.6729 -0.7769
H -0.6090 -0.3961 -1.3767
H -1.5521 -0.6156 0.1303
H 1.4674 -0.3708 0.2591
H 0.2127 0.0408 1.6866
H -0.2215 3.5075 0.5293
N -0.2691 -2.1743 -0.2097
S -0.7198 2.4072 0.9280
S 1.5424 1.9839 -1.0011
*
```

=====

(18)
# C3H7O2

A cluster of 3 separate species, C3H7O2 in total (ωB97M-V/def2-TZVPD, the OMol25 dataset).

Computed properties:
LUMO energy	4.0	eV
ΔE to the lowest compared entry with this formula, charge and spin	82.2	kcal per mole
strongest force on any atom	2.564	eV/Å
molar mass	75.1	g/mol
Kohn-Sham gap	0.234	Eh

ORCA input file:
```
! wB97M-V def2-TZVPD RIJCOSX def2/J DEFGRID3
* xyz -1 1
C -0.4215 -1.2593 -1.3344
O -0.7742 -2.0125 -2.2130
H 0.6668 -1.2132 -1.1268
H -1.1169 -0.7487 -0.6539
H 5.0254 -3.2971 3.3615
C -1.9527 2.0690 -0.3976
C -0.6343 1.8766 0.0394
O 0.1813 1.0926 -0.5117
H -2.6108 2.8416 -0.0389
H -2.5598 1.2577 -0.8162
H -0.3877 2.5576 0.8964
H 4.5843 -3.1644 2.7953
*
```